No. 1
# C3H7NO2

2 unconnected molecules or ions with the total composition C3H7NO2 (ωB97M-V with the def2-TZVPD basis set, the OMol25 dataset).

The geometry in ORCA input format:
```
! RIJCOSX wB97M-V def2-TZVPD def2/J DEFGRID3
* xyz 0 1
H 2.025 1.181 -1.230
N 1.408 0.760 -0.548
C 2.023 0.096 0.345
O 1.434 -0.574 1.336
H 3.105 -0.003 0.408
H 0.464 -0.388 1.264
C -1.841 -0.741 0.070
C -1.240 0.399 -0.626
O -0.975 0.161 0.753
H -2.881 -0.736 0.377
H -1.366 -1.713 -0.091
H -1.718 1.367 -0.735
H -0.437 0.190 -1.323
*
```

Output
SMILES = [H]/N=C/O.C1CO1
Kohn-Sham gap = 11.00 eV
Energy above the lowest of the compared OMol25 structures with the same formula, charge and spin = 279.3 kJ/mol

No. 2
# C24H32ClLaN5O2P2S

A molecular structure, C24H32ClLaN5O2P2S at a distorted geometry (ωB97M-V with the def2-TZVPD basis set, the OMol25 dataset).

The geometry in ORCA input format:
```
! RIJCOSX wB97M-V def2-TZVPD def2/J DEFGRID3
* xyz 1 1
La -0.130 0.232 0.411
C -3.771 -1.765 -0.514
P -2.436 -1.738 0.736
C -3.379 -1.562 2.288
C -1.977 -3.521 0.775
C -2.972 -4.489 0.955
C -2.665 -5.838 0.975
C -1.346 -6.250 0.818
C -0.352 -5.306 0.643
C -0.652 -3.941 0.618
P 0.693 -2.732 0.385
C 1.539 -3.334 -1.113
C 1.872 -3.189 1.708
H -4.564 -2.448 -0.209
H -3.368 -2.091 -1.473
H -4.187 -0.770 -0.639
H -4.137 -2.340 2.378
H -3.850 -0.580 2.296
H -2.702 -1.608 3.140
H -4.006 -4.189 1.085
H -3.452 -6.570 1.113
H -1.096 -7.303 0.833
H 0.674 -5.641 0.528
H 1.811 -4.385 -1.010
H 2.440 -2.742 -1.279
H 0.888 -3.218 -1.981
H 2.131 -4.247 1.661
H 1.438 -2.974 2.686
H 2.783 -2.597 1.595
N 0.316 3.949 0.949
N -0.982 4.390 0.731
C -1.862 3.593 0.145
N -3.115 4.003 0.028
N -1.342 2.422 -0.369
N -2.176 1.496 -0.838
O -1.552 0.474 -1.307
O -3.395 1.533 -0.811
H 0.458 3.729 1.926
H 0.987 4.612 0.585
H -1.334 5.207 1.207
H -3.405 4.868 0.452
H -3.809 3.348 -0.290
Cl 2.334 1.609 1.461
C 2.773 2.259 -0.136
C 3.362 3.508 -0.201
C 3.623 4.050 -1.449
C 3.288 3.320 -2.588
C 2.731 2.054 -2.484
C 2.462 1.469 -1.239
C 1.892 0.120 -1.055
H 3.616 4.043 0.709
H 4.088 5.025 -1.531
H 3.490 3.735 -3.570
H 2.503 1.486 -3.379
H 2.557 -0.486 -0.429
H 1.738 -0.396 -2.006
S -1.525 1.468 2.521
C -0.928 0.701 4.009
C -1.587 0.883 5.225
C -1.109 0.291 6.389
C 0.036 -0.497 6.369
C 0.699 -0.698 5.168
C 0.215 -0.106 4.008
H -2.477 1.499 5.251
H -1.636 0.450 7.324
H 0.407 -0.950 7.280
H 1.595 -1.309 5.134
H 0.748 -0.281 3.082
*
```

Output
Kohn-Sham gap = 5.83 eV
Energy above the lowest of the compared OMol25 structures with the same formula, charge and spin = 87.7 kJ/mol

No. 3
# C2H6S

2 unconnected molecules or ions with the total composition C2H6S at a distorted geometry (ωB97M-V with the def2-TZVPD basis set, the OMol25 dataset).

The geometry in ORCA input format:
```
! RIJCOSX wB97M-V def2-TZVPD def2/J DEFGRID3
* xyz 0 1
C -1.876 -0.723 0.540
C -2.140 -0.124 -0.610
H -2.508 -0.678 1.420
H -1.000 -1.351 0.603
H -3.110 0.359 -0.722
H -1.440 0.098 -1.408
S 1.759 0.385 -0.065
H 2.967 0.588 0.465
H 1.293 -0.203 1.043
*
```

Output
SMILES = C=C.S
Kohn-Sham gap = 10.70 eV
Energy above the lowest of the compared OMol25 structures with the same formula, charge and spin = 107.8 kJ/mol

No. 4
# C24H30Cl5N2O6Ru

A molecular structure, C24H30Cl5N2O6Ru at a distorted geometry (ωB97M-V with the def2-TZVPD basis set, the OMol25 dataset).

The geometry in ORCA input format:
```
! RIJCOSX wB97M-V def2-TZVPD def2/J DEFGRID3
* xyz 2 2
Ru 1.002 -1.265 -0.898
C -1.655 -2.366 -1.834
C -0.715 -3.504 -2.151
O 0.658 -3.038 -2.106
C 1.555 -4.121 -1.777
C 2.850 -3.551 -1.263
O 2.602 -2.687 -0.137
C 2.581 -3.377 1.138
C 1.443 -2.842 1.972
O 0.326 -2.865 1.109
C -0.900 -2.447 1.691
C -1.895 -2.495 0.559
O -1.337 -1.786 -0.564
H -2.685 -2.727 -1.844
H -1.572 -1.568 -2.568
H -0.919 -3.911 -3.143
H -0.823 -4.302 -1.414
H 1.725 -4.734 -2.665
H 1.082 -4.733 -1.006
H 3.344 -2.950 -2.024
H 3.531 -4.353 -0.977
H 3.542 -3.228 1.632
H 2.435 -4.443 0.958
H 1.632 -1.823 2.327
H 1.291 -3.487 2.843
H -0.806 -1.442 2.115
H -1.208 -3.125 2.492
H -2.837 -2.027 0.851
H -2.089 -3.531 0.278
Cl 1.861 3.115 -6.511
C 1.293 2.255 -5.194
C 2.194 1.376 -4.497
Cl 3.805 1.237 -5.013
C 1.734 0.670 -3.430
Cl 2.780 -0.375 -2.537
C 0.364 0.785 -2.974
O -0.076 0.151 -1.995
C -0.517 1.696 -3.695
Cl -2.106 1.825 -3.139
C -0.056 2.405 -4.777
Cl -1.083 3.461 -5.625
C -1.618 4.619 0.768
C -0.922 4.246 2.068
N -1.555 3.125 2.758
C -2.844 3.360 3.431
C -4.031 2.796 2.665
C -1.048 1.889 2.821
O -1.577 0.944 3.395
C 0.258 1.571 2.133
C 1.501 1.820 2.697
C 2.634 1.287 2.098
C 2.489 0.476 0.989
N 1.280 0.208 0.466
C 0.199 0.783 1.001
H -1.092 5.443 0.286
H -2.645 4.939 0.944
H -1.643 3.771 0.079
H -0.921 5.095 2.753
H 0.122 3.998 1.878
H -2.939 4.438 3.557
H -2.789 2.909 4.421
H -4.103 3.227 1.666
H -4.953 3.027 3.198
H -3.951 1.714 2.581
H 1.582 2.416 3.598
H 3.620 1.474 2.499
H 3.338 0.002 0.516
H -0.747 0.552 0.526
*
```

Output
⟨S²⟩ = 0.811
Kohn-Sham gap (alpha / beta) = 8.13 / 5.40 eV
Energy above the lowest of the compared OMol25 structures with the same formula, charge and spin = 0.0 kJ/mol

No. 5
# C2H6N4S

A single C2H6N4S molecule at a distorted geometry (ωB97M-V with the def2-TZVPD basis set, the OMol25 dataset).

The geometry in ORCA input format:
```
! RIJCOSX wB97M-V def2-TZVPD def2/J DEFGRID3
* xyz 0 1
H -1.726 0.139 2.516
N -1.210 0.407 1.673
C -1.146 -0.609 0.864
N -0.421 -0.504 -0.319
S -0.834 -1.715 -1.402
C 0.659 0.365 -0.586
N 0.545 1.613 -0.048
N 1.621 -0.126 -1.312
H 2.398 0.487 -1.423
H -1.521 -1.661 0.993
H 0.393 -2.387 -1.569
H -0.149 1.787 0.676
H 1.389 2.206 -0.063
*
```

Output
SMILES = [H]/N=C/N(S)/C(N)=N/[H]
Kohn-Sham gap = 9.79 eV
Energy above the lowest of the compared OMol25 structures with the same formula, charge and spin = 85.2 kJ/mol

No. 6
# C11H20N3P2Yb

A molecular structure, C11H20N3P2Yb at a distorted geometry (ωB97M-V with the def2-TZVPD basis set, the OMol25 dataset).

The geometry in ORCA input format:
```
! RIJCOSX wB97M-V def2-TZVPD def2/J DEFGRID3
* xyz 0 2
C 0.390 -1.191 -3.599
C -0.690 -0.794 -4.416
C -0.793 0.612 -4.337
C 0.154 1.084 -3.378
C 0.863 -0.037 -2.915
Yb -1.285 -0.254 -2.294
P -0.063 -2.772 -1.549
H 0.913 -2.123 -3.792
H -1.221 -1.502 -5.039
H -1.420 1.236 -4.967
H 1.682 0.040 -2.201
H 0.393 2.112 -3.107
H 1.230 -2.739 -0.958
H 0.058 -4.020 -2.253
H -0.896 -3.137 -0.432
C 1.232 0.896 3.229
N 0.889 1.858 2.145
C -0.558 2.186 2.224
N -1.425 0.988 2.198
C -1.005 0.021 3.261
N 0.425 -0.335 3.163
C 0.708 -1.106 1.955
P 0.254 -0.219 0.361
C 1.236 1.318 0.827
C -1.450 0.377 0.873
H 1.029 1.402 4.184
H 2.294 0.641 3.122
H -0.822 2.845 1.387
H -0.712 2.710 3.174
H -1.609 -0.889 3.151
H -1.180 0.492 4.241
H 1.782 -1.333 1.924
H 0.156 -2.052 1.987
H 1.062 2.043 0.020
H 2.294 1.020 0.805
H -2.110 -0.507 0.882
H -1.805 1.126 0.128
*
```

Output
⟨S²⟩ = 0.751
Kohn-Sham gap (alpha / beta) = 4.24 / 7.46 eV
Energy above the lowest of the compared OMol25 structures with the same formula, charge and spin = 0.0 kJ/mol

No. 7
# C6H12N2O

A molecular structure, C6H12N2O at a distorted geometry (ωB97M-V with the def2-TZVPD basis set, the OMol25 dataset).

The geometry in ORCA input format:
```
! RIJCOSX wB97M-V def2-TZVPD def2/J DEFGRID3
* xyz 0 1
C 0.786 0.743 0.064
C 1.377 2.030 -0.462
C 1.750 -0.439 0.005
N -1.377 -1.003 1.647
C -1.022 0.099 0.871
C -0.604 0.027 -0.993
C -0.619 -1.157 -1.622
O -2.785 -1.206 1.762
N 0.068 0.820 1.251
H -2.928 -2.061 1.337
H -0.959 -0.957 2.575
H -1.896 0.635 0.492
H -1.081 0.871 -1.488
H 2.076 -0.638 -1.016
H 0.594 2.769 -0.634
H 2.043 2.432 0.307
H 1.945 1.877 -1.379
H 1.303 -1.337 0.427
H 2.613 -0.176 0.625
H -0.233 -2.057 -1.160
H -1.052 -1.272 -2.610
*
```

Output
Kohn-Sham gap (alpha / beta) = 7.77 / 7.78 eV
Energy above the lowest of the compared OMol25 structures with the same formula, charge and spin = 622.0 kJ/mol

No. 8
# C3H6N2O

A single C3H6N2O molecule at a distorted geometry (ωB97M-V with the def2-TZVPD basis set, the OMol25 dataset).

The geometry in ORCA input format:
```
! RIJCOSX wB97M-V def2-TZVPD def2/J DEFGRID3
* xyz 0 1
C 0.306 1.201 -0.025
N -0.851 1.034 0.262
N -1.421 -0.279 -0.042
C -0.355 -1.188 -0.181
C 1.007 -0.799 0.385
O 1.297 0.366 -0.366
H 0.378 2.251 -0.176
H -2.340 -0.089 -0.399
H -0.174 -1.661 -1.274
H -0.885 -1.945 0.520
H 1.874 -1.574 0.133
H 0.932 -0.470 1.504
*
```

Output
SMILES = C1=NNCCO1
Kohn-Sham gap = 9.09 eV
Energy above the lowest of the compared OMol25 structures with the same formula, charge and spin = 470.0 kJ/mol

No. 9
# C20H44ClN9O22S

10 unconnected molecules or ions with the total composition C20H44ClN9O22S at a distorted geometry (ωB97M-V with the def2-TZVPD basis set, the OMol25 dataset).

The geometry in ORCA input format:
```
! RIJCOSX wB97M-V def2-TZVPD def2/J DEFGRID3
* xyz 0 1
C -2.720 -0.524 2.001
C -1.213 -0.398 2.247
C -0.705 -1.580 3.083
Cl -0.737 -3.051 2.038
C 0.729 -1.378 3.621
C 0.880 -0.628 4.954
C -0.345 -0.519 5.869
O -0.350 -1.459 6.959
C -0.328 -2.788 6.639
C -1.563 -3.398 6.031
O 0.632 -3.450 6.903
O 1.328 -2.705 3.857
C 2.656 -2.634 3.683
O 3.467 -3.239 4.330
C 2.930 -1.680 2.550
C 1.627 -0.845 2.464
S 1.956 0.949 2.376
H -3.096 0.365 1.516
H -3.246 -0.718 2.940
H -2.882 -1.409 1.380
H -0.972 0.529 2.776
H -0.740 -0.435 1.265
H -1.439 -1.779 3.858
H 1.672 -1.082 5.556
H 1.213 0.391 4.746
H -0.298 0.445 6.378
H -1.295 -0.525 5.333
H -1.415 -3.636 4.977
H -1.719 -4.348 6.547
H -2.460 -2.796 6.186
H 2.970 -2.261 1.626
H 3.839 -1.089 2.626
H 1.247 -1.070 1.472
H 3.222 0.954 2.803
C -3.828 3.430 4.931
N -3.476 2.134 4.287
O -4.035 1.843 3.256
O -2.639 1.456 4.855
H -4.576 3.921 4.320
H -4.208 3.206 5.923
H -2.917 4.019 4.992
C -3.847 0.616 -2.148
N -3.064 1.319 -1.095
O -2.145 0.718 -0.579
O -3.396 2.454 -0.815
H -3.432 -0.376 -2.279
H -4.875 0.575 -1.799
H -3.766 1.203 -3.049
C 6.217 -2.581 3.069
N 6.855 -1.637 2.109
O 6.659 -1.809 0.920
O 7.518 -0.736 2.575
H 5.664 -3.328 2.513
H 7.006 -3.033 3.661
H 5.552 -2.000 3.697
C -4.110 0.581 -7.269
N -3.492 0.704 -5.923
O -2.441 1.303 -5.828
O -4.084 0.196 -4.990
H -3.467 1.082 -7.983
H -4.198 -0.478 -7.493
H -5.087 1.052 -7.224
C -4.608 4.439 -8.267
N -6.033 4.027 -8.109
O -6.268 2.835 -8.012
O -6.866 4.903 -8.080
H -3.994 3.549 -8.274
H -4.530 4.981 -9.204
H -4.362 5.082 -7.432
C 0.066 -3.393 -1.928
N -1.416 -3.324 -2.069
O -2.020 -2.596 -1.308
O -1.920 -4.007 -2.936
H 0.362 -2.738 -1.118
H 0.330 -4.424 -1.716
H 0.496 -3.077 -2.874
C 6.462 2.216 1.528
N 5.085 2.770 1.662
O 4.615 2.855 2.782
O 4.521 3.094 0.642
H 6.832 1.971 2.516
H 6.399 1.331 0.902
H 7.072 2.979 1.054
C 0.148 5.496 -7.898
N -1.242 5.011 -8.115
O -1.400 3.838 -8.378
O -2.133 5.832 -8.012
H 0.824 4.658 -8.021
H 0.337 6.272 -8.633
H 0.196 5.900 -6.891
C 5.194 -4.126 -1.058
N 3.721 -4.011 -1.255
O 3.084 -3.385 -0.429
O 3.249 -4.546 -2.234
H 5.458 -3.593 -0.152
H 5.433 -5.182 -0.985
H 5.672 -3.681 -1.925
*
```

Output
SMILES = CC[C@@H](Cl)[C@@]1(CCOC(C)=O)OC(=O)C[C@@H]1S.C[N+](=O)[O-].C[N+](=O)[O-].C[N+](=O)[O-].C[N+](=O)[O-].C[N+](=O)[O-].C[N+](=O)[O-].C[N+](=O)[O-].C[N+](=O)[O-].C[N+](=O)[O-]
Kohn-Sham gap = 8.82 eV

No. 10
# C4H8O2

A single C4H8O2 molecule (ωB97M-V with the def2-TZVPD basis set, the OMol25 dataset).

The geometry in ORCA input format:
```
! RIJCOSX wB97M-V def2-TZVPD def2/J DEFGRID3
* xyz 0 1
C -1.008 -1.541 -0.051
O -0.639 -0.328 -0.664
C -0.189 0.705 0.200
C 1.187 0.421 0.830
C 0.070 1.978 -0.608
O 0.222 1.665 -1.862
H -1.724 -1.372 0.766
H -0.138 -2.083 0.345
H -1.491 -2.154 -0.816
H -0.947 0.905 0.972
H 1.757 -0.226 0.155
H 1.130 -0.043 1.817
H 1.733 1.365 0.931
H 0.036 0.705 -2.014
*
```

Output
Kohn-Sham gap = 9.39 eV
Energy above the lowest of the compared OMol25 structures with the same formula, charge and spin = 355.1 kJ/mol

No. 11
# C52H38AuBr2N4OP2

A molecular structure, C52H38AuBr2N4OP2 (ωB97M-V with the def2-TZVPD basis set, the OMol25 dataset).

The geometry in ORCA input format:
```
! RIJCOSX wB97M-V def2-TZVPD def2/J DEFGRID3
* xyz 3 1
Au -0.290 -0.059 0.405
Br 6.284 1.978 -0.703
C 4.530 1.338 -0.641
C 4.247 0.015 -0.938
C 2.934 -0.406 -0.837
N 1.931 0.396 -0.482
C 2.203 1.680 -0.209
C 3.493 2.184 -0.273
C 1.068 2.529 0.245
C 1.159 3.910 0.287
C 0.135 4.669 0.831
Br 0.250 6.527 0.858
C -0.977 4.021 1.353
C -1.047 2.657 1.239
N -0.069 1.924 0.672
H 5.028 -0.675 -1.231
H 2.681 -1.440 -1.049
H 3.715 3.208 -0.008
H 2.030 4.406 -0.120
H -1.790 4.569 1.811
H -1.911 2.117 1.593
O -2.133 -0.389 2.364
C -3.421 -0.553 1.888
C -4.419 -1.074 2.697
C -5.687 -1.281 2.180
C -5.962 -0.986 0.851
C -4.951 -0.525 0.030
C -3.656 -0.307 0.529
P -2.410 0.190 -0.686
C -2.614 -0.891 -2.101
C -2.985 -2.227 -1.909
C -3.092 -3.075 -3.001
C -2.827 -2.602 -4.281
C -2.455 -1.277 -4.472
C -2.343 -0.419 -3.388
C -2.646 1.909 -1.141
C -3.815 2.586 -0.790
C -3.961 3.925 -1.130
C -2.945 4.588 -1.805
C -1.776 3.916 -2.150
C -1.619 2.582 -1.813
C -1.811 0.304 3.517
C -2.738 0.975 4.295
C -2.313 1.623 5.450
C -0.978 1.602 5.823
C -0.051 0.978 5.007
C -0.444 0.341 3.825
P 0.798 -0.320 2.683
C 1.103 -2.052 3.050
C 0.466 -2.684 4.118
C 0.648 -4.046 4.322
C 1.472 -4.774 3.473
C 2.113 -4.144 2.409
C 1.917 -2.792 2.185
C 2.305 0.640 2.937
C 3.557 0.024 2.920
C 4.708 0.792 3.036
C 4.620 2.171 3.182
C 3.373 2.786 3.217
C 2.219 2.029 3.088
H -4.197 -1.318 3.729
H -6.464 -1.685 2.818
H -6.955 -1.143 0.449
H -5.160 -0.342 -1.018
H -3.222 -2.599 -0.919
H -3.404 -4.103 -2.856
H -2.925 -3.263 -5.133
H -2.269 -0.903 -5.472
H -2.081 0.618 -3.558
H -4.611 2.079 -0.260
H -4.873 4.449 -0.870
H -3.063 5.633 -2.067
H -0.989 4.435 -2.684
H -0.697 2.066 -2.068
H -3.786 0.984 4.029
H -3.043 2.130 6.069
H -0.658 2.079 6.740
H 0.995 0.984 5.284
H -0.161 -2.117 4.796
H 0.152 -4.536 5.150
H 1.619 -5.834 3.643
H 2.770 -4.712 1.758
H 2.406 -2.308 1.344
H 3.643 -1.052 2.856
H 5.676 0.306 3.039
H 5.521 2.763 3.293
H 3.299 3.857 3.368
H 1.253 2.519 3.149
N -2.484 -5.555 2.583
C -1.948 -4.969 1.749
C -1.276 -4.192 0.748
C -0.771 -4.745 -0.422
C -0.153 -3.906 -1.339
C -0.057 -2.561 -1.067
N -0.517 -2.042 0.087
C -1.130 -2.833 0.976
H -0.867 -5.806 -0.612
H 0.241 -4.288 -2.270
H 0.385 -1.863 -1.768
H -1.490 -2.374 1.884
*
```

Output
Kohn-Sham gap = 6.64 eV
Energy above the lowest of the compared OMol25 structures with the same formula, charge and spin = 0.0 kJ/mol

No. 12
# CH3NO4

2 unconnected molecules or ions with the total composition CH3NO4 at a distorted geometry (ωB97M-V with the def2-TZVPD basis set, the OMol25 dataset).

The geometry in ORCA input format:
```
! RIJCOSX wB97M-V def2-TZVPD def2/J DEFGRID3
* xyz 0 1
C -1.197 0.007 0.011
N -0.239 0.800 -0.758
O 1.717 -1.168 -0.835
O 0.579 1.390 -0.101
O 1.463 -0.996 0.404
O 1.715 0.210 0.872
H -1.980 0.624 -0.183
H -1.144 -0.911 -0.404
H -0.913 0.044 0.994
*
```

Output
Kohn-Sham gap (alpha / beta) = 8.50 / 7.86 eV
Energy above the lowest of the compared OMol25 structures with the same formula, charge and spin = 864.4 kJ/mol